1.
Below is one molecule with the formula C3H6O2S in a non-equilibrium geometry, with properties calculated with the ωB97M-V functional and the def2-TZVPD basis.

## Properties
- ΔE to the lowest compared entry with this formula, charge and spin: 2.2 kcal/mol
- LUMO energy: 0.025 hartree
- Max |F|: 0.0207 Eh/bohr
- E_HOMO: -9.362 eV
- Molar mass: 106.15 g mol⁻¹
- SMILES: O=C(O)CCS

Structure (ORCA input):
```
! RIJCOSX wB97M-V def2-TZVPD def2/J DEFGRID3
* xyz 0 1
O -0.75 2.13 -0.11
C -0.55 1.21 -0.85
O -0.67 1.34 -2.21
C -0.13 -0.18 -0.48
C 0.19 -0.36 1.00
S 0.93 -1.94 1.39
H -0.57 2.28 -2.40
H 0.78 -0.36 -1.07
H -0.85 -0.87 -0.91
H 0.93 0.41 1.24
H -0.66 -0.07 1.61
H -0.12 -2.71 1.07
*
```

Here are the Löwdin charges for atoms 1 to 2, given in e: 0.1196 -0.5240

=====

2.
Below is one molecule with the formula C3H6O2S in a non-equilibrium geometry, with properties calculated with the ωB97M-V functional and the def2-TZVPD basis.

## Properties
- ΔE to the lowest compared entry with this formula, charge and spin: 40.8 kcal/mol
- LUMO energy: -0.023 hartree
- Max |F|: 0.0548 Eh/bohr
- E_HOMO: -9.172 eV
- Molar mass: 106.15 g mol⁻¹
- SMILES: OC[C@@H](O)C=S

Structure (ORCA input):
```
! RIJCOSX wB97M-V def2-TZVPD def2/J DEFGRID3
* xyz 0 1
C -0.55 0.91 0.57
C -0.21 -0.59 0.35
C 1.22 -0.84 -0.15
H 0.28 1.41 -1.02
H -1.57 1.02 1.01
H 0.21 1.33 1.15
H -0.29 -1.23 1.26
H -1.17 -0.60 -1.28
H 1.42 -1.91 -0.41
O -0.64 1.44 -0.73
O -1.11 -1.18 -0.53
S 2.40 0.24 -0.20
*
```

Here are the Löwdin charges for atoms 1 to 2, given in e: -0.2301 -0.4496

=====

3.
Below is C3H6O2S3ScTe as an isolated structure, with properties calculated with the ωB97M-V functional and the def2-TZVPD basis.

## Properties
- ΔE to the lowest compared entry with this formula, charge and spin: 7.2 kcal/mol
- LUMO energy: -0.173 hartree
- Max |F|: 0.0059 Eh/bohr
- E_HOMO: -12.707 eV
- Molar mass: 342.84 g mol⁻¹

Structure (ORCA input):
```
! RIJCOSX wB97M-V def2-TZVPD def2/J DEFGRID3
* xyz 1 1
Sc 0.81 0.82 0.02
S -1.30 -3.08 1.67
C -0.40 -1.71 1.40
S -0.05 -0.27 2.19
S -0.02 -2.41 -0.08
C -1.73 3.69 -1.59
Te -1.91 1.96 -0.38
C -2.43 2.97 1.41
H -1.04 4.40 -1.14
H -2.72 4.13 -1.68
H -1.37 3.39 -2.58
H -3.43 3.36 1.28
H -1.73 3.77 1.61
H -2.42 2.24 2.21
O 0.71 0.09 -1.67
O 1.36 -0.86 -0.76
*
```

Here are the Löwdin charges for atoms 1 to 2, given in e: 0.8062 0.7216

=====

4.
Below is one molecule with the formula C3H6O2Si in a non-equilibrium geometry, with properties calculated with the ωB97M-V functional and the def2-TZVPD basis.

## Properties
- ΔE to the lowest compared entry with this formula, charge and spin: 17.0 kcal/mol
- LUMO energy: 0.030 hartree
- Max |F|: 0.0699 Eh/bohr
- E_HOMO: -8.090 eV
- Molar mass: 102.16 g mol⁻¹
- SMILES: C[SiH]1OC=CO1

Structure (ORCA input):
```
! RIJCOSX wB97M-V def2-TZVPD def2/J DEFGRID3
* xyz 0 1
C -1.81 0.77 0.21
C -1.96 -0.57 0.29
C 2.04 -0.11 0.24
O -0.50 1.17 -0.19
O -1.06 -1.36 -0.29
Si 0.41 -0.07 -0.71
H -2.20 1.57 0.75
H -2.81 -1.07 0.74
H 2.96 0.00 -0.49
H 1.98 0.87 0.83
H 2.28 -1.10 0.83
H 0.67 -0.11 -2.20
*
```

Here are the Löwdin charges for atoms 1 to 2, given in e: -0.1404 -0.2711

=====

5.
Below is one molecule with the formula C3H6O3 in a non-equilibrium geometry, with properties calculated with the ωB97M-V functional and the def2-TZVPD basis.

## Properties
- ΔE to the lowest compared entry with this formula, charge and spin: 43.2 kcal/mol
- LUMO energy: 0.019 hartree
- Max |F|: 0.0231 Eh/bohr
- E_HOMO: -10.459 eV
- Molar mass: 90.08 g mol⁻¹
- SMILES: O=C[C@H](O)CO

Structure (ORCA input):
```
! RIJCOSX wB97M-V def2-TZVPD def2/J DEFGRID3
* xyz 0 1
O -0.36 -1.70 -1.13
C 0.64 -0.76 -0.82
C 0.14 0.44 -0.01
O -0.97 1.12 -0.50
C -0.15 0.35 1.45
O -1.00 1.11 1.88
H -1.08 -1.21 -1.56
H 1.14 -0.40 -1.74
H 1.40 -1.29 -0.23
H 1.03 1.08 0.18
H -1.36 1.39 0.38
H 0.58 -0.14 2.11
*
```

Here are the Löwdin charges for atoms 1 to 2, given in e: -0.0410 -0.2092

=====

6.
Below is a 2-piece molecular cluster, C3H6O3 overall in a non-equilibrium geometry, with properties calculated with the ωB97M-V functional and the def2-TZVPD basis.

## Properties
- ΔE to the lowest compared entry with this formula, charge and spin: 42.4 kcal/mol
- LUMO energy: 0.022 hartree
- Max |F|: 0.0763 Eh/bohr
- E_HOMO: -10.545 eV
- Molar mass: 90.08 g mol⁻¹
- SMILES: C=CC(=O)O.O

Structure (ORCA input):
```
! RIJCOSX wB97M-V def2-TZVPD def2/J DEFGRID3
* xyz 0 1
C 0.81 -0.29 -0.35
O 0.87 -1.44 -1.04
O -0.57 0.99 -1.92
O 1.73 0.49 -0.22
H 0.02 -1.89 -1.11
H 0.31 1.30 -2.19
C -0.47 -0.23 0.62
C -0.28 0.17 1.88
H -1.00 -0.08 2.66
H -1.30 -0.88 0.37
H -0.75 1.18 -0.89
H 0.63 0.68 2.18
*
```

Here are the Löwdin charges for atoms 1 to 2, given in e: -0.5617 0.1111